1.
Formula: CH4O2P2
Source: the OMol25 dataset
Level of theory: ωB97M-V with the def2-TZVPD basis set

Results
Total charge   0
Kohn-Sham gap   10.00 eV
Relative energy (zero: lowest compared OMol25 entry of this formula, charge and spin)   35.06 kcal/mol
Molecular weight   110.0 g/mol
Highest occupied orbital energy   -10.1628 eV
SMILES string   O=POCP
Largest force on an atom   2.7 eV/Å

Each line ends with the Mulliken charge.
CARTESIAN COORDINATES (ANGSTROEM)
O1 1.5242 2.4713 1.5457  -0.452
P1 1.1981 1.2797 0.7868  0.420
O2 -0.3798 0.9102 0.9979  -0.278
C1 -0.8164 -0.3179 0.1519  -0.325
P2 0.1538 -0.4591 -1.4541  -0.103
H1 -0.8774 -1.0050 1.0106  0.312
H2 -1.7772 -0.0466 -0.3228  0.255
H3 -0.4879 -1.7919 -1.7446  0.079
H4 1.4626 -1.0408 -0.9714  0.091

2.
Formula: C24H35N10O2ReS
Source: the OMol25 dataset
Level of theory: ωB97M-V with the def2-TZVPD basis set

Results
Total charge   +3
Kohn-Sham gap (spin up / spin down)   4.40 / 4.72 eV
Relative energy (zero: lowest compared OMol25 entry of this formula, charge and spin)   35.97 kcal/mol
Molecular weight   713.9 g/mol
Highest occupied orbital energy (spin up / spin down)   -15.4353 / -15.4343 eV
Multiplicity   2
Largest force on an atom   0.9 eV/Å

Each line ends with the Mulliken charge.
CARTESIAN COORDINATES (ANGSTROEM)
Re1 1.0695 0.8059 0.4934  1.860
N1 3.1631 1.5156 0.6186  -0.599
C1 3.9754 0.6446 1.5210  -0.828
C2 3.1569 0.3959 2.7582  -0.903
N2 1.8044 -0.1649 2.4044  0.301
C3 0.8465 0.2191 3.5020  -0.979
C4 0.5655 1.7057 3.3928  -0.822
N3 0.1025 1.9387 1.9967  -0.773
C5 1.9342 -1.6644 2.2831  -1.213
C6 1.2787 -2.1434 1.0083  0.300
N4 1.6675 -1.1665 -0.0525  -0.555
H1 3.1577 2.4714 0.9735  0.245
H2 3.6181 1.5681 -0.2912  0.322
H3 4.2042 -0.2763 0.9845  0.277
H4 4.9264 1.1125 1.7732  0.579
H5 3.6661 -0.2799 3.4462  0.433
H6 3.0257 1.3364 3.2857  0.377
H7 -0.0767 -0.3435 3.3656  0.551
H8 1.2769 -0.0421 4.4708  0.444
H9 -0.2201 2.0007 4.0881  0.543
H10 1.4392 2.3135 3.6110  0.437
H11 -0.9130 1.5665 2.0182  0.316
H12 0.0671 2.9319 1.7681  0.288
H13 2.9963 -1.9092 2.2513  0.421
H14 1.5212 -2.1488 3.1670  0.431
H15 1.6058 -3.1454 0.7329  0.567
H16 0.1924 -2.1568 1.0725  -0.207
H17 2.6595 -1.2752 -0.2643  0.442
H18 1.1583 -1.3437 -0.9408  0.137
C7 2.8986 6.5366 -1.8798  -1.309
C8 2.4612 5.1614 -2.2083  0.909
N5 2.5697 4.5695 -3.3598  -0.725
N6 2.0224 3.3464 -3.1836  0.409
C9 1.5868 3.1398 -1.9519  0.064
S1 0.6272 1.7342 -1.5362  -0.272
N7 1.8638 4.2860 -1.3040  0.461
N8 1.5188 4.5224 0.0328  -0.806
H19 3.2872 6.9965 -2.7854  0.358
H20 3.6906 6.5367 -1.1284  0.364
H21 2.0635 7.1368 -1.5154  0.368
H22 1.9481 2.7143 -3.9725  0.194
H23 2.2613 5.0791 0.4493  0.270
H24 0.6756 5.0945 0.0505  0.316
O1 -2.1441 0.6559 2.0382  -0.776
C10 -1.9891 -0.0562 1.0415  -0.108
N9 -2.8664 -0.9132 0.5503  0.212
C11 -2.4031 -1.6346 -0.6270  3.195
C12 -1.0693 -0.9258 -0.8218  -0.624
O2 -0.2408 -1.1723 -1.6779  -0.710
N10 -0.8181 -0.0527 0.2377  0.207
C13 -3.3561 -1.4612 -1.8169  -0.075
C14 -4.7061 -1.2158 -1.5915  -0.338
C15 -5.5909 -1.1297 -2.6570  -1.029
C16 -5.1357 -1.2818 -3.9561  -0.523
C17 -3.7906 -1.5267 -4.1859  -1.028
C18 -2.9025 -1.6173 -3.1238  -0.058
C19 -2.0917 -3.1021 -0.2783  -0.164
C20 -2.5062 -3.6406 0.9361  0.001
C21 -2.2456 -4.9721 1.2392  -0.991
C22 -1.5573 -5.7705 0.3412  -0.566
C23 -1.1401 -5.2360 -0.8711  -1.098
C24 -1.4045 -3.9101 -1.1814  0.114
H25 -3.7877 -0.9911 0.9513  0.365
H26 -5.1087 -1.1074 -0.5923  0.282
H27 -6.6399 -0.9493 -2.4652  0.428
H28 -5.8276 -1.2182 -4.7849  0.446
H29 -3.4286 -1.6531 -5.1976  0.438
H30 -1.8607 -1.8141 -3.3282  0.269
H31 -3.0553 -3.0492 1.6564  0.423
H32 -2.5959 -5.3839 2.1765  0.470
H33 -1.3628 -6.8086 0.5747  0.472
H34 -0.6207 -5.8586 -1.5877  0.467
H35 -1.0982 -3.5245 -2.1442  0.308

3.
Formula: C32H30BaN6O4S2
Source: the OMol25 dataset
Level of theory: ωB97M-V with the def2-TZVPD basis set

Results
Total charge   +2
Kohn-Sham gap   7.62 eV
Relative energy (zero: lowest compared OMol25 entry of this formula, charge and spin)   26.77 kcal/mol
Molecular weight   764.1 g/mol
Highest occupied orbital energy   -13.2205 eV
Largest force on an atom   3.3 eV/Å

Each line ends with the Mulliken charge.
CARTESIAN COORDINATES (ANGSTROEM)
Ba1 0.0836 2.4586 2.0648  1.788
O1 3.9035 -0.0662 -3.7789  -0.513
N1 4.2296 1.0545 -3.4655  0.819
O2 5.2924 1.5818 -3.6550  -0.547
C1 3.2099 1.8179 -2.7465  0.162
C2 2.0541 2.1307 -3.3788  -0.688
C3 1.0210 2.8122 -2.6781  1.524
C4 -0.1280 3.2817 -3.3340  -0.685
C5 -1.0919 3.9253 -2.5985  -0.716
C6 -0.9291 4.0130 -1.2121  -0.481
N2 0.1293 3.5678 -0.5691  -0.205
C7 1.1265 3.0191 -1.2816  -0.715
C8 2.3472 2.6490 -0.6096  0.040
N3 2.4310 2.8006 0.7207  -0.489
C9 3.5861 2.5933 1.3128  -0.497
C10 4.7434 2.2130 0.6282  -0.857
C11 4.6629 1.9528 -0.7186  -0.995
C12 3.4342 2.1491 -1.3716  1.466
H1 1.9016 1.8627 -4.4135  0.501
H2 -0.2290 3.1423 -4.3975  0.519
H3 -1.9673 4.3387 -3.0698  0.450
H4 -1.6913 4.4775 -0.5981  0.400
H5 3.6027 2.7597 2.3816  0.470
H6 5.6749 2.0977 1.1540  0.464
H7 5.5311 1.6203 -1.2682  0.547
S1 -0.3561 -0.7700 2.8693  -0.457
C13 -0.2082 -1.7076 1.4970  0.048
N4 -0.5465 -2.9933 1.4844  0.129
C14 -0.3534 -3.7608 0.2717  -0.712
C15 0.9803 -3.3752 -0.3426  -0.820
N5 0.9610 -1.9522 -0.6015  0.378
C16 1.5676 -1.5118 -1.8414  -0.812
C17 0.6550 -1.7505 -3.0252  0.975
C18 -0.6399 -1.2438 -3.0339  -0.042
C19 -1.4744 -1.4834 -4.1104  -1.020
C20 -1.0190 -2.2200 -5.1916  -0.449
C21 0.2726 -2.7173 -5.1893  -0.781
C22 1.1062 -2.4915 -4.1074  -0.229
C23 0.3393 -1.1396 0.2401  0.886
S2 0.1277 0.4728 -0.1494  -0.428
C24 -1.2892 -3.6325 2.5601  -1.888
C25 -2.7682 -3.5257 2.2631  0.961
C26 -3.5125 -2.4852 2.8044  -0.304
C27 -4.8493 -2.3368 2.4800  -0.718
C28 -5.4578 -3.2237 1.6078  -0.477
C29 -4.7203 -4.2633 1.0664  -0.780
C30 -3.3844 -4.4167 1.3914  -0.131
H8 -1.1659 -3.5650 -0.4400  0.374
H9 -0.3553 -4.8201 0.5205  0.517
H10 1.1289 -3.9033 -1.2858  0.464
H11 1.8084 -3.6159 0.3356  0.328
H12 2.5017 -2.0645 -1.9765  0.595
H13 1.7901 -0.4456 -1.7540  -0.717
H14 -1.0026 -0.6667 -2.1951  0.311
H15 -2.4804 -1.0940 -4.1018  0.473
H16 -1.6692 -2.4046 -6.0313  0.444
H17 0.6372 -3.2855 -6.0292  0.440
H18 2.1129 -2.8819 -4.1041  0.438
H19 -1.0447 -3.1378 3.5013  0.678
H20 -0.9805 -4.6785 2.6126  0.505
H21 -3.0492 -1.8044 3.5041  0.380
H22 -5.4202 -1.5288 2.9107  0.398
H23 -6.5025 -3.1125 1.3628  0.409
H24 -5.1897 -4.9595 0.3891  0.402
H25 -2.8331 -5.2506 0.9814  0.426
N6 -1.5307 4.5235 6.1884  -0.220
C31 -0.1092 4.2192 5.9397  -0.585
C32 -0.0594 3.6200 4.4988  0.997
O3 1.0100 3.2576 4.0348  -0.821
O4 -1.1774 3.5667 3.9405  -0.987
H26 -1.7162 5.5195 6.3242  0.359
H27 -1.9353 3.9971 6.9659  0.355
H28 -1.9386 4.1878 5.2381  0.333
H29 0.2974 3.4925 6.6413  0.316
H30 0.5147 5.1107 5.9675  0.299

4.
Formula: C6H37N2O10
Source: the OMol25 dataset
Level of theory: ωB97M-V with the def2-TZVPD basis set

Results
Total charge   +1
Kohn-Sham gap   9.10 eV
Relative energy (zero: lowest compared OMol25 entry of this formula, charge and spin)   99.68 kcal/mol
Molecular weight   297.4 g/mol
Highest occupied orbital energy   -11.3693 eV
Largest force on an atom   3.7 eV/Å

Each line ends with the Mulliken charge.
CARTESIAN COORDINATES (ANGSTROEM)
C1 3.0557 -0.7124 -1.7713  -1.556
C2 1.6541 -0.4883 -1.2747  1.997
C3 0.7530 -1.7413 -1.6427  -0.584
C4 -0.1713 -2.1385 -0.4808  0.459
C5 -1.6428 -2.3779 -0.7881  -0.016
C6 -2.6394 -1.1907 -0.0025  -0.647
N1 -2.0372 0.1456 0.0340  -0.279
N2 1.0434 0.6948 -2.0664  0.011
H1 3.6894 -1.4425 -1.1679  0.339
H2 3.0744 -1.2315 -2.7250  0.391
H3 3.6065 0.2631 -1.8868  0.388
H4 1.7055 -0.3234 -0.2355  -1.157
H5 0.0369 -1.4215 -2.5191  0.071
H6 1.2638 -2.6162 -1.9866  0.454
H7 -0.1295 -1.2816 0.2584  -0.313
H8 0.1968 -3.1280 -0.0598  0.430
H9 -2.1284 -3.3407 -0.5333  0.453
H10 -1.9346 -2.2671 -1.8790  -0.871
H11 -3.5491 -1.1581 -0.6318  0.413
H12 -2.8288 -1.7511 0.9767  0.306
H13 -1.7912 0.3911 -0.8964  0.190
H14 -1.1611 0.1970 0.5751  0.040
H15 1.7089 1.5210 -2.3112  0.374
H16 0.2869 1.0658 -1.3998  0.067
H17 0.6429 0.3484 -2.9258  0.383
H18 1.5893 1.8043 2.5129  0.296
H19 2.2436 0.6326 1.6705  0.228
O1 1.3909 1.1114 1.8260  -0.565
H20 -1.2365 -2.6705 -4.5109  0.299
H21 -2.2547 -2.1491 -3.4407  0.225
O2 -1.4100 -1.9779 -3.8649  -0.648
H22 -1.2699 -1.7312 3.8819  0.369
H23 -1.7629 -0.5967 4.8041  0.291
O3 -1.6378 -0.7683 3.8692  -0.692
H24 1.5562 4.0953 -3.1133  0.318
H25 1.9792 3.5250 -1.5441  0.319
O4 1.8578 3.3288 -2.4716  -0.714
H26 1.0210 2.9968 1.7319  0.252
H27 1.4074 4.5324 1.3987  0.302
O5 1.6294 3.6277 1.2140  -0.570
H28 -1.4421 2.8628 -1.1584  0.407
H29 0.0393 3.0930 -0.9525  0.238
O6 -0.5462 2.4660 -1.3625  -0.540
H30 -0.5558 -2.9829 2.4666  0.327
H31 -0.9279 -3.9776 3.5977  0.287
O7 -0.6871 -3.0843 3.3988  -0.643
H32 -1.0642 3.3164 1.1366  0.226
H33 -2.5185 3.3201 1.0091  0.342
O8 -1.7205 3.5490 0.4811  -0.684
H34 -1.5935 2.1639 3.0754  0.263
H35 -1.1316 0.7392 2.9705  0.249
O9 -0.8821 1.6406 2.7077  -0.475
H36 1.8719 -2.3959 1.8576  0.251
H37 1.6559 -1.0105 2.5117  0.297
O10 1.6947 -1.4759 1.6371  -0.597

5.
Formula: C6H11N2
Source: the OMol25 dataset
Level of theory: ωB97M-V with the def2-TZVPD basis set

Results
Total charge   +1
Kohn-Sham gap   8.51 eV
Relative energy (zero: lowest compared OMol25 entry of this formula, charge and spin)   144.68 kcal/mol
Molecular weight   111.2 g/mol
Highest occupied orbital energy   -11.6008 eV
Largest force on an atom   5.2 eV/Å

Each line ends with the Mulliken charge.
CARTESIAN COORDINATES (ANGSTROEM)
C1 0.5219 -2.9521 2.0654  -0.494
C2 -0.2391 -2.9071 1.1755  -0.235
C3 -1.6736 1.5712 -1.5875  -0.273
C4 0.6203 1.4354 -1.0856  -0.662
C5 1.3403 0.2903 -0.3278  -0.538
C6 -0.8965 0.2444 0.1795  -0.509
N1 -0.7578 1.0685 -0.8551  0.005
N2 0.4102 0.0709 0.8848  0.020
H1 1.3205 -3.2494 2.7190  0.399
H2 -1.0744 -2.5303 0.5576  0.393
H3 -1.4008 2.1597 -2.5106  0.221
H4 -2.6094 1.1694 -1.4172  0.289
H5 0.8780 2.3101 -0.3850  0.279
H6 0.9031 1.5487 -2.0828  0.474
H7 1.1443 -0.6333 -0.8789  0.330
H8 2.3101 0.4352 -0.0913  0.483
H9 -1.8485 -0.0818 0.7547  0.411
H10 0.4986 -0.8665 1.3648  0.032
H11 0.5525 0.9166 1.5206  0.375

6.
Formula: C16H43BFIN10O20
Source: the OMol25 dataset
Level of theory: ωB97M-V with the def2-TZVPD basis set

Results
Total charge   0
Kohn-Sham gap   8.96 eV
Molecular weight   852.3 g/mol
Highest occupied orbital energy   -9.2228 eV
SMILES string   CC[C@@H](F)BCCCI.C[N+](=O)[O-].C[N+](=O)[O-].C[N+](=O)[O-].C[N+](=O)[O-].C[N+](=O)[O-].C[N+](=O)[O-].C[N+](=O)[O-].C[N+](=O)[O-].C[N+](=O)[O-].C[N+](=O)[O-]
Largest force on an atom   2.8 eV/Å

Each line ends with the Mulliken charge.
CARTESIAN COORDINATES (ANGSTROEM)
C1 -0.9229 0.6677 0.3406  -0.156
C2 -1.1434 -0.7955 -0.3937  -0.134
C3 -1.9822 -0.4973 -1.7804  0.712
F1 -1.6985 -1.5293 -2.8468  -0.374
B1 -3.5954 -0.3610 -1.4400  0.368
C4 -4.2867 -0.8219 0.0167  -0.321
C5 -5.9033 -1.0027 -0.3169  -0.217
C6 -6.5963 0.4654 -0.0005  -0.864
I1 -7.8133 0.2312 1.8267  -0.027
H1 -0.6794 0.4312 1.4716  -0.133
H2 -1.8548 1.3745 0.3000  0.288
H3 -0.0393 1.1927 -0.2297  -0.024
H4 -0.0982 -1.2546 -0.7431  -0.054
H5 -1.6266 -1.6124 0.2999  0.309
H6 -1.6379 0.5888 -2.1357  -0.501
H7 -4.2937 0.1351 -2.2760  -0.117
H8 -4.0640 0.0280 0.8017  0.313
H9 -3.8310 -1.8370 0.4235  -0.150
H10 -6.3860 -1.8929 0.2870  0.216
H11 -5.9462 -1.2973 -1.4724  0.168
H12 -7.3256 0.7635 -0.8964  0.385
H13 -5.7446 1.2888 0.1362  0.345
C7 2.3494 3.8323 -2.0071  -0.779
N1 1.2940 3.4098 -1.0471  0.858
O1 0.3089 2.8238 -1.5109  -0.413
O2 1.4844 3.6783 0.1448  -0.555
H14 2.0515 3.5329 -3.0140  0.276
H15 2.4412 4.9182 -1.9388  0.319
H16 3.2775 3.3360 -1.7158  0.262
C8 0.2543 1.2293 4.9231  -0.651
N2 -0.8082 0.4430 4.2399  0.879
O3 -0.6393 -0.7786 4.1507  -0.524
O4 -1.7818 1.0744 3.8127  -0.491
H17 1.0452 0.5489 5.2456  0.276
H18 0.6397 1.9558 4.2049  0.289
H19 -0.2030 1.7241 5.7824  0.219
C9 -1.8694 2.9096 -4.2294  -0.350
N3 -1.5107 4.3335 -4.4693  0.929
O5 -0.4031 4.7128 -4.0715  -0.515
O6 -2.3510 5.0300 -5.0504  -0.562
H20 -1.0420 2.4189 -3.7127  0.092
H21 -2.7710 2.8962 -3.6135  0.277
H22 -2.0459 2.4458 -5.2022  0.148
C10 3.2306 -1.4509 -1.1108  -0.665
N4 3.5893 -0.0270 -1.3507  0.876
O7 4.6969 0.3524 -0.9529  -0.529
O8 2.7490 0.6696 -1.9318  -0.459
H23 4.0580 -1.9415 -0.5941  0.312
H24 2.3290 -1.4642 -0.4949  0.195
H25 3.0541 -1.9146 -2.0836  0.272
C11 1.7543 1.5108 9.0433  -0.692
N5 0.6918 0.7246 8.3602  0.878
O9 0.8607 -0.4971 8.2710  -0.458
O10 -0.2818 1.3560 7.9330  -0.559
H26 2.5452 0.8304 9.3659  0.248
H27 2.1397 2.2374 8.3252  0.290
H28 1.2970 2.0056 9.9027  0.294
C12 8.1545 0.1699 -0.9326  -0.612
N6 8.9080 -0.8798 -0.1949  0.826
O11 8.3595 -1.3812 0.7934  -0.504
O12 10.0287 -1.1709 -0.6289  -0.511
H29 7.1907 0.3232 -0.4426  0.253
H30 8.7508 1.0841 -0.9053  0.291
H31 8.0148 -0.1830 -1.9565  0.260
C13 4.1306 -2.9652 8.5481  -0.730
N7 4.4893 -1.5413 8.3082  0.803
O13 5.5969 -1.1620 8.7061  -0.504
O14 3.6490 -0.8447 7.7271  -0.447
H32 4.9580 -3.4559 9.0648  0.311
H33 3.2290 -2.9786 9.1640  0.277
H34 3.9541 -3.4290 7.5754  0.294
C14 -5.4372 -4.6060 2.5657  -0.741
N8 -5.1514 -4.4775 1.1112  0.857
O15 -3.9711 -4.5741 0.7556  -0.503
O16 -6.1201 -4.2834 0.3675  -0.507
H35 -4.4979 -4.7733 3.0969  0.305
H36 -5.9051 -3.6753 2.8930  0.289
H37 -6.1103 -5.4561 2.6953  0.302
C15 -0.0635 -2.2326 -5.4853  -0.720
N9 0.9631 -1.1773 -5.7004  0.869
O17 1.8626 -1.0825 -4.8573  -0.506
O18 0.8371 -0.4741 -6.7097  -0.498
H38 0.1710 -2.7713 -4.5649  0.285
H39 -1.0334 -1.7374 -5.4059  0.255
H40 -0.0300 -2.9050 -6.3451  0.313
C16 -0.9506 1.5434 -9.5971  -0.710
N10 -2.0060 1.1209 -8.6372  0.784
O19 -2.9911 0.5349 -9.1009  -0.505
O20 -1.8156 1.3894 -7.4452  -0.448
H41 -1.2485 1.2440 -10.6041  0.300
H42 -0.8588 2.6293 -9.5289  0.293
H43 -0.0225 1.0471 -9.3059  0.258